# 1
Formula: C5H8O2
Source: the Open Molecules 2025 dataset
Level of theory: ωB97M-V/def2-TZVPD

Summary:
Gap between HOMO and LUMO = 10.693 eV
SMILES = C#C[C@H](O)CCO
Total charge = 0
Strongest force on any atom = 0.5 eV/Å
ΔE to the lowest compared entry with this formula, charge and spin = 2.464 eV

Each atom is followed by the atoms it is bonded to, with distances in Å.
Positions of all 15 atoms, in Å:
1 O -0.79090 -0.81737 1.76261  C2 1.409, H8 0.968
2 C -1.32033 0.15025 0.88623  O1 1.409, C3 1.526, H9 1.096, H10 1.102
3 C -0.27070 1.13328 0.37656  C2 1.526, C4 1.534, H11 1.096, H12 1.096
4 C 0.87017 0.47375 -0.40879  C3 1.534, O5 1.428, C6 1.477, H13 1.100
5 O 1.74439 -0.11964 0.55114  C4 1.428, H14 0.967
6 C 0.40789 -0.56103 -1.35556  C4 1.477, C7 1.205
7 C 0.08772 -1.47830 -2.06797  C6 1.205, H15 1.068
8 H 0.06309 -1.09889 1.40369  O1 0.968
9 H -2.08539 0.69772 1.44765  C2 1.096
10 H -1.81964 -0.32157 0.02460  C2 1.102
11 H 0.19397 1.64940 1.22441  C3 1.096
12 H -0.74972 1.88650 -0.25959  C3 1.096
13 H 1.41222 1.25028 -0.96770  C4 1.100
14 H 2.46534 -0.54592 0.06826  O5 0.967
15 H -0.20812 -2.29847 -2.68554  C7 1.068

Atom charges from the Löwdin analysis, given in e for atoms 1 to 5:
1 O -0.0577
2 C -0.2767
3 C -0.1285
4 C -0.3930
5 O -0.0353


# 2
Formula: C5H8O2
Source: the Open Molecules 2025 dataset
Level of theory: ωB97M-V/def2-TZVPD

Summary:
Gap between HOMO and LUMO = 10.441 eV
SMILES = O[C@H]1CC2(CC2)O1
Total charge = 0
Strongest force on any atom = 1.5 eV/Å
ΔE to the lowest compared entry with this formula, charge and spin = 3.005 eV

Each atom is followed by the atoms it is bonded to, with distances in Å.
Positions of all 15 atoms, in Å:
1 C -0.92244 0.35539 0.76777  C2 1.508, C6 1.721, H8 1.122, H10 1.097
2 C 0.32984 -0.19759 0.13589  C1 1.508, C3 1.485, C4 1.473, O5 1.409
3 C 0.55537 -1.41090 -0.68980  C2 1.485, C4 1.521, H11 1.086, H12 1.087
4 C 1.33764 -1.17098 0.59199  C2 1.473, C3 1.521, H13 1.085, H14 1.085
5 O 0.78816 1.02509 -0.39466  C2 1.409, C6 1.404
6 C -0.41500 1.71045 -0.16322  C1 1.721, O5 1.404, O7 1.382, H15 1.116
7 O -1.32707 1.81946 -1.19615  C6 1.382, H9 0.960
8 H -1.82116 -0.25922 0.49636  C1 1.122
9 H -1.88279 1.05219 -1.04112  O7 0.960
10 H -0.92420 0.36262 1.86507  C1 1.097
11 H -0.18324 -2.20620 -0.71782  C3 1.086
12 H 1.07301 -1.22060 -1.62599  C3 1.087
13 H 1.11203 -1.78623 1.45720  C4 1.085
14 H 2.36592 -0.83625 0.50266  C4 1.085
15 H -0.08607 2.76277 0.01182  C6 1.116

Atom charges from the Löwdin analysis, given in e for atoms 1 to 5:
1 C 0.0406
2 C -0.5257
3 C -0.0523
4 C -0.0530
5 O -0.0054


# 3
Formula: C5H8O2
Source: the Open Molecules 2025 dataset
Level of theory: ωB97M-V/def2-TZVPD

Summary:
Gap between HOMO and LUMO = 10.013 eV
SMILES = CC(C)=COC=O
Total charge = 0
Strongest force on any atom = 4.0 eV/Å
ΔE to the lowest compared entry with this formula, charge and spin = 1.561 eV

Each atom is followed by the atoms it is bonded to, with distances in Å.
Positions of all 15 atoms, in Å:
1 C 0.20197 0.78159 1.89378  C2 1.484, H6 1.137, H7 1.148, H8 1.089
2 C -0.06109 0.54298 0.45323  C1 1.484, C3 1.530, C4 1.352
3 C -1.45429 0.88881 -0.07760  C2 1.530, H9 1.148, H10 1.189, H11 1.123
4 C 0.73033 -0.30693 -0.23953  C2 1.352, H12 1.048, O14 1.419
5 C 0.84458 -1.72559 -2.08821  H13 1.124, O14 1.283, O15 1.212
6 H -0.52441 0.20203 2.54933  C1 1.137
7 H 0.00047 1.89036 2.11040  C1 1.148
8 H 1.21901 0.50237 2.16596  C1 1.089
9 H -1.45802 0.50477 -1.15963  C3 1.148
10 H -2.22713 0.38044 0.66868  C3 1.189
11 H -1.59717 2.00164 -0.02202  C3 1.123
12 H 1.63798 -0.74942 0.04206  C4 1.048
13 H 0.52019 -2.05462 -3.11332  C5 1.124
14 O 0.23233 -0.77459 -1.48355  C4 1.419, C5 1.283
15 O 1.93527 -2.08385 -1.69958  C5 1.212

Atom charges from the Löwdin analysis, given in e for atoms 1 to 5:
1 C -0.0869
2 C -0.3388
3 C -0.0548
4 C -0.0263
5 C -0.3694


# 4
Formula: C5H8O2
Source: the Open Molecules 2025 dataset
Level of theory: ωB97M-V/def2-TZVPD

Summary:
Gap between HOMO and LUMO = 10.062 eV
SMILES = O=C1CC(CO)C1
Total charge = 0
Strongest force on any atom = 1.9 eV/Å
ΔE to the lowest compared entry with this formula, charge and spin = 1.706 eV

Each atom is followed by the atoms it is bonded to, with distances in Å.
Positions of all 15 atoms, in Å:
1 O 1.56369 0.05694 1.00378  C2 1.409, H8 0.960
2 C 1.41335 0.39676 -0.35582  O1 1.409, C3 1.501, H9 1.105, H10 1.101
3 C -0.05254 0.26358 -0.64978  C2 1.501, C4 1.603, C7 1.542, H11 1.106
4 C -1.01096 0.81281 0.51181  C3 1.603, C5 1.519, H12 1.101, H13 1.070
5 C -1.48106 -0.61835 0.71035  C4 1.519, O6 1.203, C7 1.518
6 O -2.02878 -1.20638 1.60549  C5 1.203
7 C -0.72606 -1.11656 -0.50845  C3 1.542, C5 1.518, H14 1.088, H15 1.094
8 H 2.49630 0.07029 1.23016  O1 0.960
9 H 1.72645 1.43768 -0.55447  C2 1.105
10 H 1.99857 -0.25753 -1.02057  C2 1.101
11 H -0.24406 0.70270 -1.64656  C3 1.106
12 H -0.69672 1.30186 1.44641  C4 1.101
13 H -1.50931 1.47009 -0.16985  C4 1.070
14 H -0.04060 -1.93060 -0.28146  C7 1.088
15 H -1.40827 -1.38328 -1.32103  C7 1.094

Atom charges from the Löwdin analysis, given in e for atoms 1 to 5:
1 O -0.0525
2 C -0.2517
3 C -0.2718
4 C -0.0287
5 C -0.3942


# 5
Formula: C5H8O2
Source: the Open Molecules 2025 dataset
Level of theory: ωB97M-V/def2-TZVPD

Summary:
Gap between HOMO and LUMO = 9.698 eV
SMILES = C=C1[C@@H](O)[C@@]1(C)O
Total charge = 0
Strongest force on any atom = 1.9 eV/Å
ΔE to the lowest compared entry with this formula, charge and spin = 3.049 eV

Each atom is followed by the atoms it is bonded to, with distances in Å.
Positions of all 15 atoms, in Å:
1 C -0.84677 -1.60484 0.44233  C2 1.498, H8 1.091, H9 1.096, H10 1.093
2 C -0.37883 -0.39237 -0.30236  C1 1.498, O3 1.405, C4 1.521, C6 1.451
3 O -0.68181 -0.32251 -1.67266  C2 1.405, H11 0.964
4 C -0.47328 0.96337 0.38048  C2 1.521, O5 1.394, C6 1.477, H13 1.090
5 O -0.77572 2.07887 -0.39849  C4 1.394, H14 0.971
6 C 0.81962 0.28498 0.15736  C2 1.451, C4 1.477, C7 1.310
7 C 2.03766 0.67354 0.44397  C6 1.310, H12 1.080, H15 1.093
8 H -1.91802 -1.72390 0.27470  C1 1.091
9 H -0.66124 -1.47425 1.51510  C1 1.096
10 H -0.30984 -2.49642 0.10800  C1 1.093
11 H 0.12980 -0.49211 -2.16477  O3 0.964
12 H 1.81795 1.60525 0.94456  C7 1.080
13 H -0.88420 1.03370 1.38748  C4 1.090
14 H -0.89085 1.72730 -1.29635  O5 0.971
15 H 3.00079 0.20513 0.22729  C7 1.093

Atom charges from the Löwdin analysis, given in e for atoms 1 to 5:
1 C 0.0003
2 C -0.4710
3 O 0.0311
4 C -0.2579
5 O 0.0070


# 6
Formula: C5H8O2
Source: the Open Molecules 2025 dataset
Level of theory: ωB97M-V/def2-TZVPD

Summary:
Gap between HOMO and LUMO = 9.983 eV
SMILES = O[C@H]1C[C@@]2(O)C[C@@H]12
Total charge = 0
Strongest force on any atom = 1.4 eV/Å
ΔE to the lowest compared entry with this formula, charge and spin = 2.631 eV

Each atom is followed by the atoms it is bonded to, with distances in Å.
Positions of all 15 atoms, in Å:
1 O -0.88678 1.40424 -1.52145  C2 1.414, H8 0.965
2 C -0.57046 1.15640 -0.16611  O1 1.414, C3 1.555, C7 1.557, H9 1.098
3 C -1.25571 -0.14737 0.33325  C2 1.555, C4 1.529, H10 1.094, H11 1.095
4 C 0.13130 -0.76451 0.51949  C3 1.529, O5 1.385, C6 1.491, C7 1.492
5 O 0.59659 -1.29188 1.71228  C4 1.385, H12 0.958
6 C 0.98324 -0.72835 -0.70370  C4 1.491, C7 1.507, H13 1.084, H14 1.091
7 C 0.81182 0.50801 0.14144  C2 1.557, C4 1.492, C6 1.507, H15 1.077
8 H -0.20611 1.97288 -1.90055  O1 0.965
9 H -0.80131 2.04114 0.44174  C2 1.098
10 H -1.74731 0.00915 1.29740  C3 1.094
11 H -1.94577 -0.63895 -0.35972  C3 1.095
12 H 0.88698 -2.19665 1.59381  O5 0.958
13 H 1.96341 -1.18702 -0.63901  C6 1.084
14 H 0.52390 -0.79117 -1.69119  C6 1.091
15 H 1.51619 0.65407 0.94232  C7 1.077

Atom charges from the Löwdin analysis, given in e for atoms 1 to 5:
1 O -0.0302
2 C -0.3053
3 C -0.0218
4 C -0.4893
5 O 0.0343


- Which value of total charge does entry 5 give?
  0


- The lowest ΔE to the lowest compared entry with this formula, charge and spin belongs to which entry?
  number 3


- Which of these has the lowest gap between HOMO and LUMO?
  number 5